Record 1
Entry from OMol25: a molecular structure, C3H8O4P at a distorted geometry (ωB97M-V/def2-TZVPD).

Geometry as XYZ:
```
16
C3H8O4P, DFT ωB97M-V/def2-TZVPD
O -0.833 -0.139 -1.254
O -1.344 1.152 0.801
O 0.365 1.975 -0.742
O 0.868 -0.178 0.672
C -0.805 2.752 -1.316
C 1.163 -2.492 0.598
C 0.298 -1.384 1.120
P -0.309 0.640 -0.094
H -1.684 2.136 -1.697
H -1.230 3.483 -0.555
H -0.407 3.380 -2.037
H 1.171 -3.380 1.186
H 2.199 -2.142 0.652
H 0.911 -2.773 -0.431
H -0.791 -1.514 0.906
H 0.428 -1.518 2.192
```

Output
- Kohn-Sham gap: 8.3 eV
- Total charge: -1
- HOMO: -4.26 eV
- Energy: -20723.0309 eV
- Relative energy (zero: lowest compared OMol25 entry of this formula, charge and spin): 51.7 kJ/mol

Want to see where the charge sits? The natural (NBO) charges in e are: O -1.22; O -1.21; O -0.84; O -0.80; C -0.26; C -0.62; C -0.08; P 2.52; H 0.22; H 0.17; H 0.16; H 0.18; H 0.20; H 0.21; H 0.21; H 0.15

---

Record 2
Entry from OMol25: a molecular structure, C15H22BCl33NO6S3 (ωB97M-V/def2-TZVPD).

Geometry as XYZ:
```
81
C15H22BCl33NO6S3, DFT ωB97M-V/def2-TZVPD
O -1.151 2.917 0.006
S -2.039 2.811 1.149
O -3.178 3.704 1.153
C -1.106 3.297 2.601
C 0.204 2.571 2.907
C 1.327 2.731 1.891
S 2.123 4.350 2.093
N -2.615 1.350 1.374
S -1.718 0.041 1.370
O -0.313 0.267 1.106
O -2.368 -0.968 0.555
C -1.852 -0.564 3.051
B -0.574 -1.337 3.581
O 0.298 -1.952 2.725
O -0.367 -1.430 4.956
H -1.801 3.103 3.424
H -0.990 4.381 2.538
H 0.563 2.958 3.870
H 0.025 1.510 3.049
H 2.085 1.969 2.085
H 0.988 2.590 0.868
H 3.302 4.044 1.546
H -2.717 -1.231 3.103
H -2.067 0.297 3.689
H 1.178 -1.586 2.829
H -0.432 -0.581 5.391
C -3.853 -2.344 -1.824
Cl -2.915 -3.060 -3.141
Cl -5.200 -1.398 -2.478
Cl -4.456 -3.609 -0.750
H -3.215 -1.680 -1.249
C 5.184 0.549 2.879
Cl 3.925 -0.607 2.445
Cl 6.014 1.121 1.431
Cl 4.525 1.903 3.799
H 5.911 0.039 3.496
C 0.958 7.886 0.254
Cl 1.721 8.650 1.657
Cl 2.124 6.929 -0.652
Cl -0.425 6.911 0.743
H 0.597 8.674 -0.395
C -3.512 5.996 -1.038
Cl -4.711 4.820 -1.530
Cl -2.713 6.712 -2.448
Cl -4.248 7.263 -0.041
H -2.769 5.480 -0.439
C 9.362 -0.568 1.669
Cl 8.953 -1.364 0.155
Cl 8.350 -1.165 2.986
Cl 11.072 -0.770 2.055
H 9.164 0.490 1.558
C -0.589 1.437 -2.623
Cl -1.524 0.162 -3.426
Cl 0.697 0.752 -1.663
Cl 0.024 2.588 -3.823
H -1.250 1.974 -1.950
C -2.090 2.890 -7.901
Cl -0.739 2.374 -8.921
Cl -2.146 1.968 -6.410
Cl -1.993 4.624 -7.574
H -3.003 2.710 -8.453
C 2.577 -4.284 0.269
Cl 3.387 -4.833 -1.205
Cl 3.759 -3.816 1.499
Cl 1.486 -2.952 -0.038
H 2.006 -5.116 0.661
C -6.029 -4.083 -4.890
Cl -4.807 -4.810 -5.933
Cl -7.053 -2.972 -5.799
Cl -6.994 -5.328 -4.095
H -5.516 -3.515 -4.124
C 2.651 -7.243 3.518
Cl 3.384 -7.749 1.993
Cl 3.889 -6.772 4.684
Cl 1.503 -5.938 3.252
H 2.113 -8.088 3.927
C -1.988 -7.253 -2.654
Cl -2.944 -6.439 -3.892
Cl -1.451 -6.122 -1.414
Cl -2.898 -8.591 -1.935
H -1.111 -7.673 -3.127
```

Output
- Kohn-Sham gap: 8.2 eV
- Total charge: -1
- HOMO: -6.67 eV
- Energy: -476113.6336 eV

Want to see where the charge sits? The Löwdin charges in e are: O -0.35; S 0.51; O -0.36; C -0.24; C -0.30; C -0.56; S 0.67; N -0.32; S 0.51; O -0.38; O -0.34; C -0.12; B -0.68; O 0.11; O 0.15; H 0.10; H 0.08; H 0.10; H 0.07; H 0.03; H 0.04; H -0.16; H 0.10; H 0.09; H 0.06; H 0.09; C -1.51; Cl 0.50; Cl 0.55; Cl 0.53; H -0.03; C -1.54; Cl 0.55; Cl 0.53; Cl 0.55; H -0.04; C -1.54; Cl 0.51; Cl 0.52; Cl 0.55; H 0.01; C -1.57; Cl 0.55; Cl 0.50; Cl 0.50; H -0.04; C -1.57; Cl 0.54; Cl 0.54; Cl 0.52; H 0.00; C -1.52; Cl 0.51; Cl 0.60; Cl 0.50; H -0.01; C -1.56; Cl 0.51; Cl 0.52; Cl 0.51; H 0.01; C -1.57; Cl 0.52; Cl 0.48; Cl 0.60; H -0.04; C -1.57; Cl 0.49; Cl 0.52; Cl 0.52; H -0.08; C -1.54; Cl 0.53; Cl 0.52; Cl 0.56; H 0.01; C -1.54; Cl 0.49; Cl 0.52; Cl 0.51; H 0.01

---

Record 3
Entry from OMol25: a molecular structure, C17H19BN6O2Ti at a distorted geometry (ωB97M-V/def2-TZVPD).

Geometry as XYZ:
```
46
C17H19BN6O2Ti, DFT ωB97M-V/def2-TZVPD
H -2.017 -1.386 1.796
N -0.647 -1.644 0.177
B 0.754 -2.565 -1.694
N -0.496 -2.654 -0.767
C -1.469 -3.582 -0.583
Ti 1.078 0.119 0.623
H -1.513 -4.455 -1.220
C -2.255 -3.192 0.504
H -3.078 -3.694 0.929
C -1.691 -1.984 0.945
H 0.759 -3.546 -2.458
C 2.466 1.302 0.150
H 2.258 2.089 0.897
H 2.606 1.817 -0.722
H 3.457 0.918 0.444
N 2.036 -2.513 -0.823
N 0.620 -1.233 -2.516
N 2.165 -1.437 -0.004
N 0.728 0.007 -1.874
C 3.076 -3.318 -0.697
C 0.444 -1.059 -3.863
H 3.193 -4.197 -1.302
H 0.355 -1.928 -4.515
C 3.954 -2.812 0.338
C 0.441 0.322 -4.114
C 3.288 -1.641 0.778
C 0.629 0.924 -2.839
H 4.858 -3.173 0.689
H 0.344 0.803 -5.062
H 3.513 -0.959 1.558
H 0.672 1.999 -2.638
H 1.491 -0.240 2.255
O -0.222 1.715 -0.088
C -0.893 1.500 0.981
O -0.637 0.445 1.706
C -1.865 2.457 1.453
C -2.795 2.067 2.421
C -3.590 3.066 2.967
C -3.422 4.402 2.569
C -2.465 4.750 1.600
C -1.688 3.768 1.011
H -2.825 1.017 2.713
H -4.336 2.789 3.718
H -4.042 5.185 3.016
H -2.318 5.791 1.293
H -0.922 3.959 0.249
```

Output
- Kohn-Sham gap (alpha / beta): 5.3 / 2.1 eV
- Expectation value of S²: 2.0198
- HOMO (alpha / beta): -5.08 / -7.16 eV
- Energy: -54761.3110 eV
- 2S+1: 3
- Relative energy (zero: lowest compared OMol25 entry of this formula, charge and spin): 330.2 kJ/mol

Want to see where the charge sits? The natural (NBO) charges in e are: H 0.24; N -0.28; B 0.56; N -0.32; C -0.01; Ti 1.08; H 0.22; C -0.31; H 0.23; C 0.00; H -0.03; C -1.07; H 0.23; H 0.19; H 0.18; N -0.31; N -0.20; N -0.33; N -0.15; C 0.01; C -0.01; H 0.22; H 0.25; C -0.33; C -0.08; C 0.03; C 0.00; H 0.23; H 0.24; H 0.26; H 0.26; H -0.36; O -0.70; C 0.75; O -0.67; C -0.16; C -0.17; C -0.21; C -0.21; C -0.22; C -0.17; H 0.23; H 0.21; H 0.21; H 0.21; H 0.24

---

Record 4
Entry from OMol25: a molecular structure, C36H32N4O7Pt at a distorted geometry (ωB97M-V/def2-TZVPD).

Geometry as XYZ:
```
80
C36H32N4O7Pt, DFT ωB97M-V/def2-TZVPD
Pt -0.650 -1.182 0.007
O -0.736 -5.182 -0.289
C -0.493 -4.029 0.024
N -1.057 -2.963 -0.580
C -1.908 -3.155 -1.635
O -2.206 -4.315 -2.053
C -2.396 -1.899 -2.149
C -3.324 -1.836 -3.206
C -3.746 -0.608 -3.643
C -3.233 0.557 -3.037
C -2.329 0.438 -2.010
N -1.917 -0.753 -1.556
C 0.433 -3.578 1.104
C 1.157 -4.493 1.850
C 2.004 -4.021 2.836
C 2.109 -2.650 3.041
C 1.357 -1.794 2.260
N 0.532 -2.248 1.318
H -3.675 -2.762 -3.640
H -4.463 -0.534 -4.448
H -3.541 1.535 -3.375
H -1.909 1.312 -1.531
H 1.035 -5.544 1.629
H 2.579 -4.711 3.440
H 2.764 -2.252 3.803
H 1.408 -0.722 2.394
O 1.789 -2.848 -1.403
C 1.879 -1.686 -1.784
O 1.227 -0.667 -1.376
C 2.908 -1.391 -2.878
C 3.721 -2.460 -3.347
C 4.687 -2.279 -4.311
C 4.812 -0.992 -4.804
O 5.650 -0.528 -5.715
C 5.391 0.860 -5.875
O 4.318 1.187 -5.000
C 3.979 0.078 -4.353
C 3.013 -0.108 -3.385
H 3.554 -3.439 -2.917
H 5.312 -3.082 -4.675
H 5.113 1.070 -6.909
H 6.279 1.436 -5.610
H 2.371 0.685 -3.037
C 0.924 6.903 2.643
C 0.824 5.499 2.146
C -0.237 4.677 2.517
C -0.368 3.383 2.048
C -1.547 2.584 2.519
C 0.621 2.875 1.151
C 0.563 1.568 0.582
O -0.369 0.755 0.728
C 1.722 3.700 0.788
C 2.809 3.214 -0.134
C 1.796 4.980 1.286
H 0.214 7.096 3.443
H 0.715 7.597 1.825
H 1.931 7.117 2.999
H -0.987 5.062 3.198
H -2.085 3.129 3.292
H -1.245 1.616 2.915
H -2.232 2.391 1.692
H 1.408 1.257 -0.040
H 2.407 2.894 -1.097
H 3.354 2.375 0.304
H 3.523 4.012 -0.321
H 2.633 5.610 1.007
C -5.852 -1.388 4.220
C -4.694 -1.341 3.274
C -4.653 -0.452 2.202
C -3.564 -0.454 1.352
N -2.529 -1.275 1.516
C -2.554 -2.137 2.535
C -3.606 -2.200 3.425
H -6.605 -0.646 3.964
H -5.511 -1.210 5.241
H -6.311 -2.377 4.200
H -5.472 0.233 2.028
H -3.522 0.220 0.504
H -1.706 -2.802 2.638
H -3.591 -2.917 4.235
```

Output
- Kohn-Sham gap (alpha / beta): 5.6 / 5.5 eV
- Expectation value of S²: 6.0469
- Total charge: +2
- HOMO (alpha / beta): -10.80 / -13.82 eV
- Energy: -61374.5416 eV
- 2S+1: 5
- Relative energy (zero: lowest compared OMol25 entry of this formula, charge and spin): 0.0 kJ/mol

Want to see where the charge sits? The Löwdin charges in e are: Pt 1.47; O 0.17; C -0.43; N -0.06; C -0.34; O 0.26; C -0.18; C 0.01; C -0.03; C -0.05; C -0.13; N -0.07; C -0.19; C 0.05; C 0.00; C -0.01; C -0.07; N -0.04; H 0.13; H 0.12; H 0.11; H 0.12; H 0.14; H 0.13; H 0.12; H 0.12; O 0.06; C -0.59; O -0.11; C -0.04; C 0.07; C 0.07; C -0.15; O 0.14; C -0.05; O 0.14; C -0.14; C 0.10; H 0.14; H 0.15; H 0.17; H 0.17; H 0.14; C -0.02; C -0.22; C 0.01; C -0.16; C -0.03; C -0.10; C -0.14; O -0.17; C -0.19; C -0.04; C 0.01; H 0.09; H 0.10; H 0.10; H 0.13; H 0.09; H 0.09; H 0.09; H 0.11; H 0.08; H 0.09; H 0.09; H 0.13; C -0.02; C -0.24; C 0.01; C -0.12; N -0.01; C -0.11; C 0.00; H 0.09; H 0.10; H 0.10; H 0.12; H 0.10; H 0.10; H 0.13